Computed, not measured: C21H34B2F4MoN6S3 as an isolated structure, with the ωB97M-V functional and the def2-TZVPD basis.

Structure (XYZ):
```
71
Properties=species:S:1:pos:R:3:mulliken_spin:R:1
Mo -0.9773 -0.9408 -1.0311 1.92
C -4.1324 1.7933 -0.1558 0.01
C -3.3601 3.0285 0.3183 -0.01
C -3.0870 4.0194 -0.8157 0.00
C -4.1901 3.7242 1.3926 0.00
N -2.0482 2.6152 0.9398 0.00
C -1.7152 2.8384 2.2542 0.00
C -0.4656 2.3600 2.4494 0.00
N -0.0142 1.8435 1.2637 -0.06
B 1.4108 1.2042 1.1935 0.07
N 1.9820 1.2269 -0.2583 -0.06
C 2.5600 2.3747 -0.7351 0.00
C 2.9658 2.1457 -2.0040 0.00
N 2.6302 0.8523 -2.3245 0.00
C 2.0258 0.3125 -1.2440 0.05
S 1.3592 -1.2983 -1.0807 -0.01
C 2.9480 0.2040 -3.6492 0.00
C 3.6789 1.2280 -4.5120 0.00
C 1.6580 -0.1986 -4.3733 0.00
C 3.8736 -0.9891 -3.4008 0.00
N 1.4353 -0.2234 1.8192 -0.03
C 2.5905 -0.6983 2.3854 0.00
C 2.3694 -1.9689 2.7913 0.00
N 1.0702 -2.2888 2.4764 0.00
C 0.5206 -1.2112 1.8796 0.05
S -1.1262 -1.0240 1.3166 -0.02
C 0.4356 -3.6269 2.7644 0.00
C 1.4868 -4.5204 3.4152 0.00
C -0.0048 -4.2858 1.4529 0.00
C -0.7230 -3.4308 3.7451 0.00
C -0.9998 1.9930 0.3564 0.05
S -0.8847 1.4278 -1.2960 0.00
H -5.1560 2.0879 -0.3851 0.00
H -3.7231 1.3553 -1.0600 0.00
H -4.1634 1.0369 0.6321 0.00
H -4.0362 4.3657 -1.2223 0.00
H -2.5416 4.8858 -0.4393 0.00
H -2.5198 3.5706 -1.6275 0.00
H -5.1220 4.0596 0.9429 0.00
H -4.4356 3.0459 2.2111 0.00
H -3.6849 4.6066 1.7867 0.00
H -2.3718 3.3214 2.9527 0.00
H 0.1463 2.3617 3.3352 0.00
H 2.1350 1.8817 1.8524 0.00
H 2.6533 3.2595 -0.1291 0.00
H 3.4688 2.8051 -2.6859 0.00
H 3.0526 2.0941 -4.7313 0.00
H 4.6103 1.5556 -4.0490 0.00
H 3.9352 0.7559 -5.4577 0.00
H 0.9355 0.6215 -4.3621 0.00
H 1.8944 -0.4180 -5.4138 0.00
H 1.2038 -1.0907 -3.9567 0.00
H 4.7638 -0.6752 -2.8537 0.00
H 3.3819 -1.7823 -2.8403 0.00
H 4.1923 -1.4000 -4.3577 0.00
H 3.4716 -0.0867 2.4752 0.00
H 3.0384 -2.6542 3.2765 0.00
H 2.3334 -4.7002 2.7508 0.00
H 1.8427 -4.1063 4.3592 0.00
H 1.0274 -5.4815 3.6350 0.00
H 0.8125 -4.2790 0.7281 0.00
H -0.2664 -5.3241 1.6520 0.00
H -0.8800 -3.8121 1.0177 0.00
H -0.3738 -2.9336 4.6511 0.00
H -1.5336 -2.8466 3.3169 0.00
H -1.1231 -4.4044 4.0250 0.00
F -1.9102 -1.9195 -2.2240 0.02
B -4.6077 -2.0734 -1.2988 0.01
F -5.1484 -3.2474 -1.4338 0.00
F -3.6837 -1.8755 -0.3387 0.01
F -4.8901 -1.0469 -2.0675 0.00
```

Computed properties:
<S²>: 2.023
E_HOMO (spin up / spin down) in eV: -14.53 / -14.88
Charge: +2
Spin multiplicity: 3
Orbital gap (spin up / spin down) in Ha: 0.262 / 0.279